No. 1
Formula: C18H66N14O15
Source: OMol25
Level of theory: the ωB97M-V functional and the def2-TZVPD basis

## Properties
LUMO level = -0.0182 Ha
maximum force = 9.87 eV/Å
HOMO-LUMO gap = 7.25 eV
DFT total energy = -71306.785 eV

Last column: Löwdin charge in e.
Geometry (Å):
C 4.278 -0.774 -0.018  -0.056
C 3.504 0.494 0.074  -0.321
O 3.872 1.319 -0.993  -0.062
H 5.218 -0.710 0.441  0.073
H 4.405 -1.188 -1.008  0.072
H 3.699 -1.477 0.530  0.041
H 3.737 1.090 1.038  0.147
H 2.508 0.236 0.063  0.067
H 3.337 2.092 -0.903  0.042
C -1.271 0.766 -5.333  -0.090
C -2.340 -0.149 -4.911  -0.361
O -1.998 -0.663 -3.703  -0.120
H -0.311 0.368 -5.631  0.070
H -1.031 1.440 -4.494  0.076
H -1.540 1.421 -6.189  0.097
H -2.400 -0.987 -5.579  0.113
H -3.271 0.418 -4.863  0.125
H -2.750 -1.174 -3.293  0.056
C 2.261 5.608 0.427  -0.078
C 2.352 4.742 -0.827  -0.285
O 2.020 3.421 -0.471  -0.127
H 1.221 5.638 0.803  0.068
H 2.470 6.689 0.177  0.092
H 2.919 5.163 1.179  0.073
H 3.323 4.798 -1.304  0.109
H 1.663 5.057 -1.645  0.115
H 1.083 3.394 -0.389  0.014
C -4.299 -1.452 -1.561  -0.588
O -3.499 -1.559 -0.493  -0.075
N -5.420 -0.785 -1.633  0.181
N -4.061 -2.247 -2.618  0.136
H -5.593 -0.219 -0.784  0.130
H -6.245 -1.034 -2.145  0.123
H -3.286 -2.960 -2.627  0.113
H -4.571 -2.062 -3.549  0.170
C 2.969 -3.353 2.561  -0.605
O 4.239 -3.593 1.969  -0.162
N 2.798 -3.317 3.864  0.163
N 1.937 -3.192 1.784  0.155
H 3.650 -3.325 4.451  0.146
H 1.950 -2.873 4.181  0.099
H 2.046 -3.157 0.749  0.082
H 0.945 -3.024 2.073  0.077
C -0.828 4.099 -1.636  -0.737
O -1.291 5.355 -1.865  -0.149
N -0.325 3.427 -2.626  0.167
N -0.879 3.618 -0.460  0.151
H -0.167 3.992 -3.492  0.143
H 0.050 2.446 -2.579  0.049
H -1.454 4.115 0.259  0.165
H -0.651 2.576 -0.282  0.083
C -2.121 0.334 4.071  -0.610
O -1.726 0.754 5.326  -0.146
N -3.184 -0.441 3.886  0.120
N -1.586 0.846 2.982  0.182
H -3.349 -1.025 4.733  0.113
H -3.230 -1.046 3.008  0.071
H -0.798 1.478 3.202  0.044
H -1.745 0.745 1.955  0.089
C -1.679 -2.573 2.585  -0.629
O -0.550 -2.183 1.948  -0.087
N -2.865 -2.526 2.111  0.150
N -1.701 -3.072 3.779  0.183
H -2.948 -2.155 1.171  0.069
H -3.666 -3.077 2.485  0.171
H -0.840 -2.909 4.345  0.152
H -2.558 -3.177 4.292  0.113
C 0.849 2.973 2.947  -0.640
O 0.704 4.342 2.918  -0.101
N 1.451 2.379 2.029  0.183
N 0.472 2.228 3.959  0.138
H 1.905 2.970 1.328  0.105
H 1.740 1.411 2.151  0.070
H 0.044 2.783 4.740  0.164
H 0.688 1.240 4.147  0.109
C 1.310 -0.108 -2.901  -0.641
O 0.747 1.032 -2.413  -0.076
N 2.519 -0.470 -2.793  0.154
N 0.742 -0.916 -3.673  0.189
H 3.100 0.120 -2.079  0.132
H 2.915 -1.345 -3.246  0.166
H -0.282 -0.832 -3.836  0.082
H 1.078 -1.855 -3.736  0.121
C 2.834 -0.137 3.643  -0.136
O 1.724 -0.435 2.784  -0.158
H 3.075 0.926 3.688  0.084
H 3.720 -0.680 3.339  0.083
H 2.563 -0.415 4.651  0.075
H 1.722 -1.386 2.563  0.026
C -0.550 -0.167 -0.077  -0.172
O -0.234 1.152 0.147  -0.143
H -1.356 -0.547 0.571  0.047
H 0.267 -0.875 -0.023  0.065
H -0.932 -0.302 -1.125  0.083
H 0.185 1.303 1.014  0.061
C -1.096 -3.506 -1.472  -0.179
O -1.967 -4.382 -2.067  -0.103
H -0.913 -2.618 -2.096  0.077
H -0.235 -4.068 -1.205  0.068
H -1.493 -3.078 -0.553  0.063
H -1.724 -5.206 -1.640  0.095
C -3.333 1.675 -0.616  -0.167
O -3.287 1.550 0.788  -0.132
H -4.339 1.498 -0.960  0.057
H -2.616 1.091 -1.207  0.075
H -3.159 2.706 -0.897  0.075
H -4.112 0.998 1.031  0.121
C 2.601 -3.598 -1.284  -0.137
O 1.769 -2.490 -1.076  -0.173
H 2.986 -4.091 -0.443  0.061
H 3.421 -3.139 -1.821  0.082
H 2.082 -4.294 -1.927  0.081
H 1.998 -1.901 -1.817  0.011

Atomic forces in eV per Å
C -0.5553 -0.2889 0.4004
C 2.7533 1.4242 1.5381
O 0.5950 -0.6278 -0.8757
H 1.4719 0.0928 0.5039
H -0.0480 0.2310 -0.4180
H -0.1316 -1.0115 0.5620
H -0.3885 -1.2350 -1.0429
H -2.7106 -0.1320 -0.1096
H -0.9783 1.4061 -0.2835
C 1.1001 2.6648 -0.8300
C -0.6901 0.2490 -1.5722
O -0.5013 -1.3895 3.3166
H 0.0343 -0.7448 0.0177
H -0.2031 -0.0985 -0.2184
H -0.2564 -0.4241 0.5033
H -0.6093 -0.3279 -1.0410
H -0.2970 -0.1191 -0.1045
H 1.2480 0.7767 -0.6252
C -0.6024 1.1767 -0.9387
C -0.9861 1.3688 -0.5212
O 2.1233 -0.8106 -0.1937
H 0.5707 -0.3771 -0.0356
H 0.3302 -1.1110 0.4114
H -0.0565 0.5302 0.0832
H 0.4943 -0.4344 0.2583
H 0.1868 0.1070 0.7050
H -1.5013 -0.0832 0.0014
C 3.9397 -3.3735 4.1363
O -3.4918 1.2416 -4.1934
N -1.6171 2.8821 2.3551
N 0.3422 -0.8007 -3.2777
H -0.0243 -0.5353 -1.0477
H 0.2388 -0.2849 -0.3713
H -1.2592 0.8056 0.3861
H 1.0805 -0.6087 2.2506
C 7.8181 -2.0067 -4.2997
O -6.1165 1.2186 3.2427
N 0.6731 0.0710 2.1833
N -2.4651 0.4447 -2.2059
H -1.1002 0.0859 -0.6749
H 0.2283 -0.1142 0.4942
H 0.1217 0.1828 1.7086
H 0.7591 -0.1817 -0.0411
C -2.9411 8.3119 -3.1662
O 1.6320 -4.3572 0.7747
N 1.5272 -1.3593 -3.3581
N -0.4026 -2.9292 5.4457
H -0.3815 -0.9249 1.4108
H -0.3183 1.2366 0.0244
H 1.0325 -0.5314 -1.1997
H -0.7831 1.8408 -0.4000
C 1.7839 3.3919 4.6413
O -1.4691 -2.4580 -5.4429
N -1.9244 -3.2784 0.4514
N 1.8913 0.9920 -1.4781
H -0.1289 1.0098 -0.8676
H 0.1069 1.7709 1.7108
H -1.1460 -0.4537 -0.1926
H -0.7968 -0.3200 1.6479
C 6.5756 1.0285 -2.4068
O -5.0161 -1.8273 2.9479
N -4.2863 -0.0426 -3.6624
N 3.2695 -0.9846 4.3653
H -0.5103 -0.1895 -0.4305
H 1.2805 0.7511 -0.5270
H -1.3160 -0.4342 -0.6069
H 0.0974 0.0455 0.0357
C -1.2263 9.3769 2.8385
O 0.0223 -6.2758 0.4138
N 3.1943 -2.6190 -4.8534
N -1.3641 0.5331 4.3446
H -0.1168 -0.4560 -0.0757
H 0.0240 0.2264 -0.2594
H 0.5153 -1.2077 -1.0584
H 0.0345 0.9412 -0.3294
C -3.3495 7.8484 2.2399
O 3.0145 -5.4486 -1.8624
N 8.0694 0.1914 3.5507
N -6.6109 -3.4990 -3.9357
H -0.5351 -1.0392 -1.8243
H -0.6139 2.1763 0.6427
H 0.9968 -0.1349 0.4707
H 0.0874 -0.2340 -0.2481
C -0.1395 -0.4690 0.0797
O 0.2959 0.5098 0.1876
H -0.2696 0.0423 -0.4486
H 0.2713 -0.0775 -0.0846
H 0.1116 -0.1881 0.5429
H 0.0019 0.7656 -0.2016
C -1.5131 -1.9179 -1.5354
O 0.5136 0.5412 0.8058
H 0.3764 0.3069 -0.1670
H 0.5126 0.1249 0.4019
H 0.2876 0.5565 0.8464
H -0.0450 -0.2333 -0.4191
C 0.6096 2.1707 1.0943
O -1.3778 -1.2816 -0.8938
H 0.3355 -0.5503 -0.1067
H 1.3440 0.2209 0.0337
H -0.1241 -0.0298 0.2411
H -0.7398 -0.4347 -0.4186
C -0.2099 0.8486 -0.9822
O -1.9491 -1.7581 0.6960
H -0.3465 -0.3205 -0.3718
H -0.1166 -0.3070 0.5428
H 0.1930 0.3070 0.1519
H 2.3142 1.3597 -0.2534
C 0.0910 0.8028 -2.4367
O -0.8572 0.2424 0.6961
H 0.3989 -0.4342 1.4908
H 0.9620 -0.8658 -0.2593
H 0.0182 -0.6400 -0.2604
H -0.3868 0.2017 1.1207


No. 2
Formula: C18H70NO17
Source: OMol25
Level of theory: the ωB97M-V functional and the def2-TZVPD basis

## Properties
LUMO level = -0.1457 Ha
maximum force = 3.77 eV/Å
total charge = +1
HOMO-LUMO gap = 7.66 eV
DFT total energy = -56084.295 eV

Last column: Löwdin charge in e.
Geometry (Å):
N -1.617 1.798 -2.443  0.194
C -1.575 0.834 -1.294  -0.080
C -1.189 1.477 0.107  -0.151
O -0.431 2.454 0.267  0.036
H -2.432 2.424 -2.351  0.185
H -0.719 2.310 -2.580  0.143
H -1.785 1.236 -3.307  0.173
H -2.556 0.249 -1.207  0.124
H -0.748 0.072 -1.538  0.170
H -1.615 0.954 1.042  0.144
C -4.943 -0.544 0.199  -0.127
O -4.174 -1.673 -0.199  -0.149
H -4.271 0.216 0.603  0.067
H -5.470 -0.138 -0.667  0.092
H -5.658 -0.840 0.967  0.086
H -4.794 -2.328 -0.552  0.093
C -3.546 -3.123 -3.338  -0.136
O -3.211 -1.791 -2.953  -0.163
H -3.421 -3.222 -4.415  0.067
H -2.886 -3.827 -2.832  0.064
H -4.587 -3.329 -3.074  0.089
H -3.332 -1.736 -1.995  0.008
C -1.746 2.548 3.680  -0.136
O -0.815 1.478 3.564  -0.136
H -2.451 2.314 4.477  0.089
H -1.218 3.472 3.926  0.089
H -2.290 2.669 2.739  0.062
H -0.202 1.710 2.854  0.054
C 0.990 4.892 -2.636  -0.136
O 0.789 5.203 -1.265  -0.140
H 1.263 5.803 -3.167  0.096
H 1.797 4.161 -2.735  0.085
H 0.066 4.488 -3.063  0.060
H 0.549 4.379 -0.819  0.054
C 3.051 0.443 4.428  -0.145
O 1.768 -0.166 4.315  -0.131
H 3.712 -0.226 4.979  0.076
H 3.464 0.619 3.433  0.071
H 2.963 1.388 4.969  0.084
H 1.204 0.444 3.826  0.038
C -1.883 7.055 -1.156  -0.162
O -2.615 7.490 -2.294  -0.125
H -2.209 6.049 -0.890  0.071
H -0.817 7.038 -1.391  0.053
H -2.071 7.731 -0.318  0.084
H -2.309 8.379 -2.509  0.080
C -8.913 -0.643 0.401  -0.155
O -8.147 -1.773 0.003  -0.143
H -8.240 0.114 0.804  0.072
H -9.441 -0.232 -0.463  0.080
H -9.631 -0.935 1.171  0.082
H -8.764 -2.426 -0.349  0.081
C 6.915 -0.105 3.593  -0.147
O 6.122 1.067 3.717  -0.143
H 6.359 -0.951 3.998  0.069
H 7.138 -0.291 2.540  0.078
H 7.845 0.017 4.154  0.081
H 6.637 1.799 3.352  0.070
C 1.609 8.815 0.121  -0.164
O 2.371 7.683 -0.270  -0.128
H 2.284 9.575 0.513  0.080
H 1.075 9.219 -0.744  0.072
H 0.895 8.530 0.899  0.075
H 1.752 7.026 -0.613  0.027
C -2.928 -5.538 0.355  -0.134
O -3.046 -4.674 -0.770  -0.148
H -2.718 -6.547 0.001  0.083
H -2.109 -5.203 0.995  0.081
H -3.865 -5.542 0.918  0.080
H -3.232 -3.790 -0.432  0.040
C -1.768 -6.002 -5.663  -0.150
O -2.958 -5.252 -5.884  -0.142
H -1.957 -6.741 -4.884  0.083
H -1.479 -6.514 -6.584  0.080
H -0.968 -5.335 -5.340  0.057
H -2.764 -4.608 -6.575  0.074
C 1.004 0.997 -5.070  -0.126
O 0.098 2.078 -4.861  -0.158
H 0.736 0.178 -4.402  0.076
H 0.936 0.655 -6.105  0.089
H 2.023 1.322 -4.852  0.087
H 0.356 2.788 -5.462  0.093
C 0.821 -6.451 -2.412  -0.141
O 0.710 -5.596 -3.543  -0.141
H 1.033 -7.463 -2.757  0.084
H 1.638 -6.111 -1.770  0.075
H -0.118 -6.449 -1.853  0.069
H 0.523 -4.710 -3.212  0.070
C 3.615 -3.496 3.930  -0.164
O 2.206 -3.433 4.076  -0.124
H 3.913 -4.542 3.854  0.066
H 3.914 -2.967 3.020  0.075
H 4.097 -3.045 4.800  0.076
H 1.967 -2.499 4.140  0.044
C 6.599 4.505 4.928  -0.165
O 7.771 4.506 4.124  -0.132
H 5.784 4.053 4.361  0.071
H 6.775 3.922 5.834  0.080
H 6.330 5.532 5.190  0.077
H 8.475 4.909 4.645  0.078
C 4.168 -7.031 2.018  -0.166
O 4.052 -6.173 0.892  -0.133
H 4.367 -8.044 1.669  0.080
H 4.994 -6.698 2.652  0.073
H 3.233 -7.021 2.586  0.077
H 3.876 -5.285 1.227  0.059

Atomic forces in eV per Å
N -0.3336 -0.6890 -0.2415
C 0.6250 -1.3057 1.1772
C 1.2399 1.5891 0.7303
O -2.2977 -2.7502 -1.1677
H 0.6232 0.1147 -0.0677
H -0.7094 -0.1328 -0.0207
H 0.2918 0.5432 0.4168
H 1.3392 0.9925 -0.2722
H -1.2692 1.0165 0.4383
H 0.4783 0.4216 -1.3438
C -0.3513 -0.0004 -0.0188
O 0.3013 -0.3347 -0.2649
H 0.0546 -0.1395 0.0332
H -0.1152 0.1054 0.1317
H -0.0244 0.2065 -0.0468
H -0.0505 0.1193 0.1500
C 0.0975 -0.1653 -0.0857
O 0.3194 0.7760 0.1826
H -0.0533 0.0658 0.1366
H -0.1739 -0.1236 -0.1899
H 0.0127 -0.1814 -0.0956
H -0.0862 -0.0385 -0.1103
C 0.1967 0.1230 -0.0385
O 0.1750 -0.2766 -0.3644
H 0.1338 -0.0839 -0.0761
H -0.2049 0.0829 -0.0072
H -0.1474 0.1823 0.0709
H -0.1272 0.1409 0.1539
C 0.0573 -0.1835 0.2867
O -0.0489 -0.1604 0.0256
H -0.0621 -0.0691 0.0810
H 0.0128 0.0280 -0.2226
H 0.0035 0.0566 -0.2672
H 0.1397 0.2833 0.1866
C -0.1252 0.1758 -0.2194
O -0.0952 -0.2903 -0.1322
H -0.1140 0.0369 -0.0493
H 0.2506 0.0653 0.1534
H 0.2273 -0.0048 0.0116
H -0.0833 -0.2346 0.3766
C 0.0947 0.5016 -0.1811
O -0.0903 -0.0636 -0.1371
H -0.0321 0.0678 -0.0790
H -0.0056 -0.1202 0.2637
H 0.1016 -0.1713 0.1610
H -0.1450 -0.1569 -0.0200
C -0.2013 -0.1990 -0.1084
O 0.2012 -0.1247 -0.0897
H 0.0049 -0.1146 -0.0361
H -0.0614 0.1695 0.1331
H -0.0331 0.2238 0.0208
H 0.1924 0.0538 0.0674
C 0.1226 0.2508 -0.0836
O -0.1079 0.1717 -0.0564
H -0.0225 0.1241 -0.0101
H 0.1040 -0.2020 0.0556
H 0.0425 -0.2182 -0.0480
H -0.1027 -0.0576 0.1539
C -0.0290 -0.3006 -0.1190
O 0.0114 -0.0248 -0.0828
H -0.0166 -0.1109 -0.0546
H -0.0883 0.2085 0.1160
H -0.0813 0.2245 0.0388
H 0.1657 -0.1112 0.1157
C -0.0249 0.1929 0.1666
O -0.0442 0.1385 -0.0704
H -0.0344 0.1415 -0.0701
H -0.0362 -0.1789 0.1183
H 0.0905 -0.1598 0.1166
H 0.1675 -0.1683 0.0440
C 0.0976 0.2442 -0.2430
O -0.2573 0.1813 -0.0399
H -0.0616 0.1299 -0.0549
H 0.1428 -0.1175 0.1139
H 0.1172 -0.2748 0.0433
H -0.1103 -0.1743 0.0779
C 0.2585 0.0398 -0.2341
O -0.2655 0.1983 0.3339
H -0.0408 0.0792 -0.0510
H 0.0917 -0.1416 0.1038
H 0.0218 -0.1900 -0.0229
H -0.1802 -0.0559 0.1318
C -0.0183 0.2332 0.1363
O 0.0245 0.1683 -0.1295
H -0.0146 0.1416 -0.0649
H -0.0213 -0.2118 0.1264
H 0.0581 -0.1498 0.1184
H 0.0285 -0.1733 -0.0958
C -0.3270 0.2537 0.0334
O -0.0596 -0.0751 -0.0872
H -0.0796 0.0526 0.0525
H 0.2728 -0.0163 0.0157
H 0.2516 -0.0704 -0.0896
H -0.0913 0.0264 0.0589
C 0.2542 0.1350 0.1606
O 0.0932 -0.0747 -0.1252
H 0.1183 0.0256 -0.0046
H -0.2507 0.0166 0.0520
H -0.1956 -0.0785 0.0888
H -0.0698 -0.0984 -0.1847
C -0.0809 0.2758 0.0531
O -0.0346 0.1423 -0.1673
H -0.0128 0.1379 -0.0593
H -0.0196 -0.2021 0.1389
H 0.0881 -0.1662 0.1524
H 0.0236 -0.1587 -0.1034